1.
The following is a quantum chemistry calculation of a cluster of 2 separate species, H5NO in total at a distorted geometry, from the OMol25 dataset.

## Properties
Structure (SMILES): N.O
Total charge: 0
Gap between HOMO and LUMO: 11.299 eV
Electronic energy: -3618.67462 eV

Each line ends with the Mulliken charge.
Cartesian coordinates (Å):
O1 2.14 1.53 2.05  -0.657
N1 -1.41 -0.73 -1.29  -0.659
H1 -2.03 -0.38 -2.03  0.222
H2 1.76 1.46 1.15  0.331
H3 -1.05 -1.64 -1.61  0.218
H4 -2.00 -0.92 -0.47  0.222
H5 2.59 0.67 2.20  0.322

=====

2.
The following is a quantum chemistry calculation of the molecule C22H18N8O2 at a distorted geometry, from the OMol25 dataset.

## Properties
Structure (SMILES): Cn1cnc2ncn(Cc3nc([C@H]4[C@@H]5C=C(c6ccc7n[nH]cc7c6)C[C@@H]54)no3)c(=O)c21
Total charge: 0
Gap between HOMO and LUMO: 7.811 eV
Electronic energy: -39118.99920 eV

Each line ends with the Mulliken charge.
Cartesian coordinates (Å):
O1 2.89 -0.78 2.78  -0.140
O2 3.69 3.48 3.92  -0.698
N1 2.60 6.26 3.29  0.068
N2 -0.03 4.04 2.62  -0.601
N3 -3.89 -5.23 -6.23  -0.843
N4 -4.43 -6.23 -5.44  0.123
N5 2.50 -1.60 1.71  -0.530
N6 1.60 2.59 3.65  -0.019
N7 0.55 6.34 2.44  -0.707
N8 0.94 -0.01 2.07  -0.255
C1 1.62 7.05 2.74  -0.011
C2 1.91 0.14 2.92  0.675
C3 -0.16 -0.73 -0.83  -0.445
C4 -2.75 -4.27 -2.98  -0.617
C5 -0.86 -1.75 0.07  -0.311
C6 -1.44 -2.75 -0.82  -0.945
C7 0.86 5.07 2.77  1.168
C8 -2.34 -3.47 -5.66  -0.879
C9 0.68 -1.64 0.07  -0.255
C10 -3.19 -4.55 -5.33  0.407
C11 2.51 3.63 3.68  0.255
C12 0.34 2.86 3.09  -0.092
C13 3.92 6.73 3.70  -0.890
C14 -3.37 -4.95 -4.02  0.813
C15 -4.16 -6.07 -4.08  -0.903
C16 2.13 4.96 3.29  -0.093
C17 1.97 1.18 4.00  -1.029
C18 1.37 -1.08 1.30  0.061
C19 -1.70 -2.83 -4.62  -0.702
C20 -0.40 -1.19 -2.26  -0.683
C21 -1.26 -2.44 -2.15  0.376
C22 -1.91 -3.18 -3.26  1.025
H1 0.54 -1.43 -2.81  0.338
H2 -4.60 -6.67 -3.27  0.431
H3 -1.94 -3.62 -0.43  0.412
H4 -0.97 -2.04 -4.85  0.340
H5 -1.37 -1.41 0.95  0.568
H6 1.33 0.85 4.85  0.269
H7 -2.90 -4.65 -1.95  0.221
H8 1.24 -2.47 -0.43  0.417
H9 1.69 8.15 2.59  0.376
H10 -0.28 0.33 -0.59  0.500
H11 4.23 7.58 3.10  0.328
H12 -5.09 -6.91 -5.80  0.214
H13 -0.94 -0.37 -2.78  0.377
H14 3.83 7.10 4.76  0.291
H15 4.65 5.92 3.66  0.316
H16 -0.38 2.07 2.95  0.438
H17 -2.21 -3.17 -6.69  0.417
H18 2.98 1.15 4.32  0.423

=====

3.
The following is a quantum chemistry calculation of a structure of composition C4H5N at a distorted geometry, from the OMol25 dataset.

## Properties
Total charge: 0
Gap between HOMO and LUMO (alpha / beta): 8.894 / 8.894 eV
Electronic energy: -5714.89153 eV

Each line ends with the Mulliken charge.
Cartesian coordinates (Å):
N1 -0.19 -0.90 -1.70  -0.572
C1 -1.33 -0.29 -1.80  -0.092
C2 0.94 -0.32 0.80  -1.056
C3 -1.31 0.33 -0.36  -0.191
C4 -0.10 -0.20 -0.25  0.334
H1 -2.02 1.06 0.16  0.291
H2 0.48 -0.75 1.58  0.321
H3 -2.06 -0.13 -2.57  0.352
H4 1.51 0.50 1.21  0.318
H5 1.66 -1.05 0.36  0.295

=====

4.
The following is a quantum chemistry calculation of a cluster of 2 separate species, C3H8NS in total at a distorted geometry, from the OMol25 dataset.

## Properties
Total charge: -1
Gap between HOMO and LUMO: 6.905 eV
Electronic energy: -15566.02585 eV

Each line ends with the Mulliken charge.
Cartesian coordinates (Å):
S1 -2.32 -0.88 -0.86  -0.757
N1 0.93 -0.15 0.69  -0.313
C1 1.06 1.89 -0.68  -0.912
C2 0.39 0.86 -0.11  0.219
C3 0.09 -1.29 0.97  -0.904
H1 1.92 -0.35 0.47  0.241
H2 -0.71 0.81 -0.17  0.065
H3 0.52 -1.93 1.75  0.283
H4 -3.39 -0.91 -1.67  -0.078
H5 -0.87 -0.90 1.33  0.341
H6 2.10 2.16 -0.51  0.273
H7 0.46 2.58 -1.29  0.241
H8 -0.17 -1.88 0.07  0.303

=====

5.
The following is a quantum chemistry calculation of a structure of composition C5H12N2 at a distorted geometry, from the OMol25 dataset.

## Properties
Total charge: 0
Gap between HOMO and LUMO: 8.827 eV
Electronic energy: -8355.13563 eV

Each line ends with the Mulliken charge.
Cartesian coordinates (Å):
N1 1.47 -1.24 -0.26  -0.600
N2 -0.92 0.53 1.26  -0.296
C1 -0.70 -0.84 1.74  -0.985
C2 0.61 -0.90 -1.50  -0.444
C3 -0.35 0.92 0.02  0.948
C4 -0.65 0.03 -1.17  -1.118
C5 0.38 2.08 -0.10  -1.241
H1 -1.33 -1.53 1.17  0.284
H2 0.35 -1.17 1.71  0.343
H3 2.11 -2.14 -0.53  0.217
H4 0.17 -1.65 -2.27  0.261
H5 -0.64 1.22 1.99  0.293
H6 1.32 -0.23 -2.10  0.412
H7 -0.82 0.65 -2.06  0.400
H8 0.38 -1.56 -0.49  0.210
H9 0.78 2.40 -1.02  0.292
H10 -1.55 -0.55 -0.93  0.397
H11 0.65 2.64 0.79  0.255
H12 -1.09 -0.91 2.77  0.373

=====

6.
The following is a quantum chemistry calculation of a structure of composition C38H51N16O14Zr at a distorted geometry, from the OMol25 dataset.

## Properties
Total charge: +3
Gap between HOMO and LUMO: 3.779 eV
Electronic energy: -94001.86564 eV

Each line ends with the Mulliken charge.
Cartesian coordinates (Å):
Zr1 -9.67 -27.81 -11.86  2.342
O1 -11.81 -27.12 -12.17  -0.447
O2 -9.90 -26.85 -13.80  -0.325
O3 -5.47 -24.00 -6.81  -0.548
O4 -9.56 -18.82 -5.55  -0.602
O5 -8.74 -24.15 -2.50  -0.629
O6 -8.09 -26.67 -10.81  -0.870
O7 -9.53 -20.55 -10.52  -0.695
O8 -5.38 -27.82 -10.83  -0.728
O9 -9.77 -25.59 -11.11  -0.955
O10 -5.80 -22.46 -13.41  -0.483
O11 -7.82 -28.30 -13.10  -0.068
O12 -8.25 -20.79 -15.00  -0.665
O13 -4.49 -25.48 -14.25  -0.670
O14 -8.43 -29.47 -10.76  -0.566
N1 -5.66 -25.72 -16.12  -0.369
N2 -10.45 -26.71 -15.93  -0.513
N3 -4.60 -21.54 -11.88  -0.318
N4 -6.70 -30.62 -10.02  -0.205
N5 -8.93 -21.59 -13.14  0.164
N6 -10.96 -25.08 -14.75  -0.349
N7 -5.33 -20.34 -13.56  -0.463
N8 -5.72 -28.78 -13.26  -0.154
N9 -6.97 -29.16 -14.88  -0.412
N10 -8.54 -31.07 -9.25  -0.471
N11 -10.26 -20.27 -14.16  -0.396
N12 -13.81 -28.14 -12.72  -0.429
N13 -13.86 -26.05 -12.02  -0.344
N14 -3.41 -27.55 -9.95  -0.493
N15 -6.75 -25.28 -14.22  0.279
N16 -4.79 -25.86 -9.95  0.045
C1 -4.62 -27.09 -10.29  0.582
C2 -6.07 -21.23 -8.32  -0.143
C3 -8.00 -23.97 -3.49  0.154
C4 -8.12 -23.56 -7.28  0.374
C5 -9.84 -23.42 -5.13  -0.640
C6 -11.99 -19.69 -9.60  -0.230
C7 -7.92 -30.35 -10.12  0.522
C8 -3.78 -23.49 -3.03  -0.709
C9 -5.93 -24.01 -2.05  -1.093
C10 -10.41 -23.24 -6.35  -1.165
C11 -7.58 -23.73 -6.02  -0.030
C12 -5.56 -25.48 -14.84  0.531
C13 -9.53 -23.34 -7.48  -0.203
C14 -7.20 -20.99 -9.10  -0.133
C15 -10.30 -26.24 -14.74  0.549
C16 -10.88 -19.68 -8.87  0.374
C17 -6.87 -28.61 -13.77  0.367
C18 -9.57 -20.22 -9.42  -0.069
C19 -4.30 -23.45 -4.28  -0.494
C20 -5.98 -20.65 -7.04  -0.935
C21 -8.47 -23.66 -4.91  0.416
C22 -5.16 -21.53 -13.06  0.608
C23 -10.91 -19.44 -7.48  0.379
C24 -6.52 -23.97 -3.38  0.650
C25 -9.64 -19.39 -6.64  0.409
C26 -4.57 -23.73 -1.97  -0.262
C27 -8.43 -20.42 -8.59  0.810
C28 -13.09 -27.12 -12.27  0.527
C29 -13.34 -19.22 -7.63  -0.713
C30 -9.09 -20.84 -14.19  0.519
C31 -12.20 -19.15 -6.90  -0.861
C32 -8.52 -25.54 -10.88  1.634
C33 -13.21 -19.38 -9.05  -0.525
C34 -5.65 -23.84 -4.46  0.359
C35 -7.13 -20.05 -6.50  -0.952
C36 -6.12 -23.87 -5.85  0.313
C37 -7.63 -24.33 -11.21  0.075
C38 -8.39 -19.96 -7.26  0.468
H1 -8.02 -21.99 -13.34  -0.120
H2 -6.60 -25.73 -16.48  0.130
H3 -6.48 -31.44 -9.47  0.185
H4 -4.09 -23.47 -1.04  0.344
H5 -10.57 -23.39 -4.33  0.478
H6 -7.50 -25.06 -14.86  0.125
H7 -7.89 -23.45 -10.62  -0.740
H8 -7.85 -29.38 -15.33  0.224
H9 -7.05 -19.47 -5.60  0.537
H10 -10.39 -19.62 -14.92  0.261
H11 -4.76 -25.72 -16.60  0.280
H12 -11.48 -23.12 -6.34  0.506
H13 -3.73 -23.09 -5.12  0.415
H14 -13.50 -25.17 -11.71  0.239
H15 -7.99 -24.07 -12.20  -0.025
H16 -2.77 -23.14 -2.87  0.401
H17 -9.27 -21.27 -12.24  0.353
H18 -13.13 -28.88 -12.88  0.173
H19 -14.27 -18.90 -7.17  0.419
H20 -12.01 -20.00 -10.64  0.336
H21 -5.18 -21.71 -8.72  0.370
H22 -4.86 -19.48 -13.34  0.189
H23 -6.59 -23.95 -1.19  0.436
H24 -6.15 -29.47 -15.37  0.171
H25 -6.57 -24.69 -13.41  -0.535
H26 -10.15 -27.65 -16.13  0.202
H27 -5.15 -20.69 -6.36  0.514
H28 -5.99 -29.99 -10.35  0.239
H29 -14.63 -28.16 -13.31  0.266
H30 -3.19 -28.35 -10.52  0.243
H31 -5.75 -28.48 -12.30  0.153
H32 -4.98 -29.25 -13.77  0.235
H33 -10.94 -20.34 -13.42  0.163
H34 -6.57 -24.47 -11.42  0.933
H35 -6.16 -20.37 -14.14  0.190
H36 -11.32 -24.88 -15.68  0.160
H37 -7.39 -23.75 -8.06  0.363
H38 -9.96 -23.27 -8.47  0.576
H39 -10.60 -26.08 -16.71  0.215
H40 -14.04 -19.31 -9.74  0.424
H41 -4.14 -25.35 -9.38  0.181
H42 -5.73 -25.51 -10.08  -0.201
H43 -4.22 -20.69 -11.48  0.175
H44 -9.54 -30.92 -9.22  0.170
H45 -11.12 -24.64 -13.86  0.224
H46 -2.71 -26.95 -9.54  0.180
H47 -7.15 -21.53 -10.04  0.130
H48 -12.28 -18.94 -5.85  0.480
H49 -4.64 -22.40 -11.36  0.097
H50 -14.85 -26.26 -12.00  0.217
H51 -8.17 -31.93 -8.88  0.196

=====

For reference, relative energy (zero: lowest compared OMol25 entry of this formula, charge and spin) by record: 5.67; 0.00; 91.21; 23.44; 115.32; 101.04 kcal/mol.